Entry 1:
ORCA calculation (ωB97M-V/def2-TZVPD) on a structure of composition C38H32BF2I2N5O2P2Tc.

CARTESIAN COORDINATES (ANGSTROEM)
Tc -0.32720 -0.02029 -0.18879
I 0.98819 5.01905 0.96288
C -0.61279 4.37062 -0.16396
C -1.55723 5.27871 -0.68495
C -2.62554 4.81743 -1.40616
I -3.96457 6.20032 -2.17758
C -2.80421 3.41516 -1.60666
C -3.89428 2.85421 -2.30968
C -4.00622 1.49964 -2.40828
C -3.03132 0.68669 -1.80866
N -1.98256 1.15526 -1.16867
C -1.85767 2.51540 -1.07208
C -0.74028 3.02810 -0.37980
O 0.18327 2.11158 0.09844
H -1.42094 6.33527 -0.51440
H -4.62928 3.50669 -2.75881
H -4.82790 1.03726 -2.93147
H -3.14230 -0.38108 -1.85072
N 1.45435 -2.74750 0.29142
P 1.82396 -1.07345 0.29309
C 2.82690 -0.88520 1.76427
C 4.09189 -1.46722 1.81859
C 4.82360 -1.40745 2.99216
C 4.30077 -0.76321 4.10466
C 3.04326 -0.17585 4.05150
C 2.30596 -0.23731 2.87997
C 2.92075 -0.86811 -1.12759
C 2.77067 -1.69184 -2.24226
C 3.55283 -1.48394 -3.36706
C 4.48302 -0.45605 -3.38588
C 4.63858 0.36412 -2.27762
C 3.86267 0.16124 -1.14905
P -0.14346 -3.17476 0.28416
C -0.35230 -4.78334 -0.41967
C -0.18941 -4.95605 -1.79768
C -0.31289 -6.21872 -2.34561
C -0.59263 -7.30643 -1.52515
C -0.74784 -7.13836 -0.15845
C -0.62852 -5.87503 0.39971
C -0.80643 -3.08585 1.91228
C -0.19839 -2.52738 2.97095
C -0.98563 -2.11408 4.12465
C -2.32946 -2.13288 4.09433
C -3.10549 -2.51694 2.89891
C -2.25929 -3.12316 1.79086
H 2.13220 -3.39544 0.68202
H 4.51693 -1.94607 0.94447
H 5.80603 -1.85421 3.03810
H 4.87889 -0.71288 5.01536
H 2.64354 0.33346 4.91563
H 1.32703 0.22390 2.83342
H 2.04702 -2.49442 -2.23384
H 3.43859 -2.12741 -4.22735
H 5.09374 -0.29774 -4.26248
H 5.37285 1.15554 -2.28861
H 4.01873 0.78393 -0.27926
H 0.03282 -4.11387 -2.44108
H -0.18781 -6.35974 -3.40911
H -0.68768 -8.29102 -1.95821
H -0.96000 -7.98838 0.47285
H -0.74736 -5.74335 1.46724
H 0.87302 -2.38497 2.98729
H -0.46571 -1.83499 5.02854
H -2.88009 -1.90617 4.99657
H -4.08129 -2.94790 3.07650
H -2.69077 -3.92855 1.20671
C -3.45690 -3.34451 -2.80346
N -2.92962 -2.82542 -1.53186
C -3.95325 -2.42926 -0.64864
C -4.01849 -1.90892 0.58315
C -2.91804 -1.78792 1.57456
N -0.89216 -2.01292 -0.56216
C -1.68238 -2.19331 -1.68836
O -1.32107 -1.80948 -2.77306
N -2.13906 -0.55031 1.55019
H -4.21274 -4.09229 -2.57825
H -2.64912 -3.81276 -3.35897
H -3.88670 -2.55098 -3.41772
H -4.91444 -2.58576 -1.12593
H -5.02797 -1.71709 0.92414
H -2.80675 0.20980 1.43444
H -1.73059 -0.40538 2.47518
F 2.08834 2.87300 -1.04782
B 1.56496 2.51945 0.10281
F 2.29582 2.01982 1.06930

Forces on atoms 1 to 6 (eV/Å):
Tc 0.12 -0.07 0.41
I 0.11 0.27 0.19
C -0.21 -0.18 -0.14
C -0.05 -0.19 -0.06
C 0.18 -0.10 0.08
I -0.06 0.08 -0.03

As for the spin multiplicity: 4. The value obtained for the frontier orbital gap (spin up / spin down) is 7.69 / 7.47 eV. The value obtained for the electronic energy is -3474.69875 Eh. As for the charge: +2. As for the LUMO energy (spin up / spin down): -0.203 / -0.216 hartree.

***

Entry 2:
ORCA calculation (ωB97M-V/def2-TZVPD) on a structure of composition C38H32Br2N4OP2Se2TeZn.

CARTESIAN COORDINATES (ANGSTROEM)
Zn 1.51869 2.84635 -0.57229
C 2.61239 0.05094 -2.50699
C 1.80034 1.07831 -3.24133
C 1.34439 0.82321 -4.55286
C 0.68363 1.79095 -5.24942
C 0.48386 3.06415 -4.67278
C -0.12291 4.16788 -5.32081
Br -0.78578 3.99723 -7.08999
C -0.23011 5.36850 -4.68413
C 0.25321 5.53046 -3.37454
Br 0.09091 7.21694 -2.54362
C 0.83901 4.50098 -2.66112
O 1.29267 4.61167 -1.45372
C 0.94723 3.23893 -3.35653
N 1.56224 2.23729 -2.66374
H 2.98802 -0.70006 -3.20016
H 2.02956 -0.45659 -1.73897
H 3.45423 0.51816 -1.99863
H 1.54083 -0.14302 -4.99779
H 0.33298 1.60453 -6.25567
H -0.68775 6.21026 -5.18452
Se 1.12278 -1.77824 4.49559
P 0.86545 -2.27660 2.47121
C 1.91042 -3.66357 1.91680
C 1.36231 -4.93102 1.73417
C 2.17508 -6.00845 1.40999
C 3.54206 -5.82994 1.27043
C 4.09729 -4.57296 1.47086
C 3.29227 -3.49515 1.80169
C -0.80957 -2.82588 2.04861
C -1.75794 -2.99425 3.04954
C -3.00226 -3.52645 2.73829
C -3.30955 -3.87174 1.43055
C -2.36614 -3.69712 0.42501
C -1.11628 -3.19214 0.74108
C 1.28795 -0.86075 1.39983
C 0.63929 0.18361 0.73940
N 1.61366 1.04879 0.38490
N 2.78022 0.58395 0.78648
N 2.60856 -0.55461 1.40465
P -1.03848 0.74441 0.44107
Se -1.04763 2.85167 0.07679
C -1.71974 -0.07226 -1.01642
C -0.94391 -0.93644 -1.77875
C -1.44130 -1.46409 -2.96210
C -2.71779 -1.12979 -3.38627
C -3.49020 -0.24876 -2.63908
C -2.98844 0.29302 -1.46778
C -1.97702 0.31884 1.91872
C -3.29397 -0.12297 1.88426
C -3.98715 -0.31119 3.07129
C -3.36283 -0.08652 4.28795
C -2.03673 0.32585 4.32479
C -1.34736 0.54057 3.14521
H 0.29920 -5.09200 1.85566
H 1.73552 -6.98768 1.27240
H 4.17569 -6.67025 1.01731
H 5.16610 -4.43045 1.37882
H 3.72944 -2.52263 1.97449
H -1.50595 -2.71402 4.06504
H -3.73552 -3.66385 3.52246
H -4.28201 -4.28377 1.19208
H -2.59470 -3.96718 -0.59836
H -0.36230 -3.11406 -0.03039
H 0.04841 -1.20477 -1.44425
H -0.82844 -2.13392 -3.55155
H -3.10703 -1.54144 -4.30831
H -4.47593 0.03522 -2.98256
H -3.56860 1.02904 -0.92520
H -3.78082 -0.33824 0.94337
H -5.01356 -0.65300 3.04155
H -3.90460 -0.24571 5.21132
H -1.53566 0.47128 5.27216
H -0.31352 0.86287 3.17766
C 2.12765 3.24904 3.01043
Te 3.08190 4.12300 1.32886
C 1.94845 5.91244 1.36620
H 1.05890 3.19713 2.81148
H 2.33423 3.85265 3.88951
H 2.53680 2.24885 3.14019
H 2.32549 6.55880 2.15282
H 0.90575 5.65248 1.53079
H 2.04444 6.37330 0.38686

Forces on atoms 1 to 6 (eV/Å):
Zn -0.19 0.16 -0.07
C -0.04 0.00 0.00
C 0.05 -0.02 -0.03
C 0.03 -0.02 0.03
C -0.01 0.04 -0.01
C -0.03 -0.03 -0.07

The value obtained for the frontier orbital gap is 7.40 eV. The value obtained for the electronic energy is -14442.60277 Eh. As for the charge: 0. As for the LUMO energy: -0.004 hartree.

***

Entry 3:
ORCA calculation (ωB97M-V/def2-TZVPD) on a structure of composition C38H32Br6F6.

CARTESIAN COORDINATES (ANGSTROEM)
F -22.50529 6.12562 -3.94051
C -22.00434 5.01324 -4.43382
C -22.04303 3.84777 -3.69483
C -21.42536 2.65169 -4.19482
C -20.79159 2.72486 -5.42545
C -20.76337 3.92226 -6.15295
C -21.36219 5.09123 -5.67293
H -22.51170 3.88000 -2.71511
H -21.38477 1.74315 -3.60725
H -20.32916 1.87021 -5.90938
H -20.20520 3.88176 -7.08794
H -21.37083 6.05916 -6.17761
F -25.27228 0.46332 -5.19135
C -24.55493 0.65164 -6.29092
C -24.08905 1.88865 -6.64392
C -23.23917 2.05056 -7.75596
C -22.90022 0.94402 -8.51332
C -23.37180 -0.30150 -8.10760
C -24.24415 -0.44659 -7.05265
H -24.30772 2.76544 -6.04999
H -22.78298 2.99661 -8.05990
H -22.27007 1.00040 -9.40561
H -23.01319 -1.18516 -8.64498
H -24.63258 -1.38047 -6.66876
F -24.90783 -6.08987 -11.05741
C -24.06632 -5.33948 -10.33108
C -22.78876 -5.16360 -10.82125
C -21.92978 -4.39401 -10.05984
C -22.35073 -3.87580 -8.85732
C -23.63311 -4.09522 -8.38215
C -24.52892 -4.82308 -9.13368
H -22.57173 -5.55693 -11.80915
H -20.94383 -4.18537 -10.45742
H -21.67332 -3.26043 -8.29123
H -23.91034 -3.67024 -7.43531
H -25.53640 -5.03594 -8.82363
F -17.24643 5.03647 -5.19516
C -17.20135 3.71374 -4.91820
C -17.76113 3.29845 -3.74849
C -17.71948 1.92186 -3.49970
C -17.16892 1.05668 -4.42268
C -16.63632 1.55537 -5.63056
C -16.65671 2.89693 -5.88821
H -18.12509 4.03263 -3.05172
H -18.06724 1.56595 -2.54428
H -17.01459 0.01727 -4.16638
H -16.21692 0.89422 -6.38237
H -16.23874 3.31452 -6.80430
F -21.05293 3.84282 -11.14192
C -20.38930 4.58820 -10.27387
C -19.22627 4.13172 -9.71947
C -18.55909 4.97114 -8.80543
C -18.99206 6.26224 -8.49084
C -20.14469 6.72684 -9.11741
C -20.80255 5.89388 -9.99826
H -18.84409 3.13189 -9.93646
H -17.66788 4.60773 -8.30202
H -18.39801 6.80976 -7.77114
H -20.57104 7.69884 -8.91611
H -21.68988 6.29417 -10.47343
F -15.99323 2.38267 -9.30272
C -15.26097 1.64889 -10.08432
C -15.23217 1.94170 -11.42231
C -14.50303 1.12330 -12.27355
C -13.86606 0.00771 -11.73703
C -13.90194 -0.24678 -10.35145
C -14.61879 0.56004 -9.51396
H -15.80699 2.76156 -11.82890
H -14.51415 1.33841 -13.33508
H -13.28877 -0.64443 -12.38695
H -13.34715 -1.09687 -9.95508
H -14.61926 0.44044 -8.44108
C -15.19788 -3.88283 -8.52866
Br -15.63643 -3.49387 -10.36334
Br -15.19080 -2.29551 -7.40696
Br -13.61284 -5.05488 -8.32203
H -15.95335 -4.52826 -8.12666
C -18.39692 -0.77469 -9.17612
Br -17.95528 -0.62551 -11.00788
Br -19.06501 -2.50147 -8.63827
Br -19.36284 0.69709 -8.35702
H -17.45681 -0.69627 -8.66475

Forces on atoms 1 to 6 (eV/Å):
F -0.75 1.03 0.63
C 1.16 -1.30 -0.98
C 0.47 -1.24 -0.01
C -0.30 1.73 0.06
C -0.24 0.31 -0.27
C 0.05 0.11 0.14

The value obtained for the frontier orbital gap is 8.38 eV. The value obtained for the electronic energy is -17510.44944 Eh. As for the charge: 0. As for the LUMO energy: -0.022 hartree.